[1]
H11NO4 | the ωB97M-V functional and the def2-TZVPD basis

```
! RIJCOSX wB97M-V def2-TZVPD def2/J DEFGRID3
* xyz 0 1
N 1.3098 -1.7770 -3.6334
H 1.7071 -2.0910 -2.7596
H 0.6551 -1.0552 -3.3043
H 0.6175 -2.4324 -3.9621
H -1.1391 -0.2559 -1.5201
H -1.0075 1.2930 -1.4385
O -1.4847 0.5338 -1.0998
H 1.3931 0.6397 6.7812
H 0.6905 -0.6268 7.2672
O 0.5269 0.2484 6.9809
H 4.9103 0.5714 -1.5933
H 3.9526 1.1638 -0.4545
O 4.2074 0.3834 -0.9894
H -4.0973 0.9292 -0.7106
H -4.4687 -0.1415 -1.7761
O -4.8246 0.6031 -1.2766
*
```

As for the SMILES: N.O.O.O.O. As for the electronic energy: -362.28199 Eh. As for the energy above the lowest of the compared OMol25 structures with the same formula, charge and spin: 35.1 kcal per mole. As for the HOMO-LUMO gap: 0.4039 Ha.


[2]
H11O5 | the ωB97M-V functional and the def2-TZVPD basis

```
! RIJCOSX wB97M-V def2-TZVPD def2/J DEFGRID3
* xyz 1 1
O -2.2217 1.6102 -1.2697
H -3.0280 1.3422 -1.7177
H -2.5213 2.4210 -0.8339
O 0.4398 2.2470 0.7842
H 0.9195 2.9392 0.3095
H 0.5385 2.4743 1.7089
O 0.3621 -1.4555 -0.3661
H -0.0431 -2.1763 -0.8668
H 0.8923 -1.9225 0.2985
O 1.1951 -3.2708 2.1180
H 1.4192 -4.1860 1.9610
H 1.4049 -3.0651 3.0329
O 0.2415 0.8684 -1.3602
H -0.7276 1.1664 -1.4536
H 0.4489 1.2284 -0.4400
H 0.1919 -0.1113 -1.0762
*
```

As for the electronic energy: -382.55806 Eh. As for the energy above the lowest of the compared OMol25 structures with the same formula, charge and spin: 12.5 kcal per mole. As for the HOMO-LUMO gap: 0.4371 Ha.


HOMO level / eV: -10.67 -14.91
LUMO / eV: 0.3 -3.0